The ion C8H9N2O2 with charge +1 at a distorted geometry. Source: OMol25; level of theory: the ωB97M-V functional and the def2-TZVPD basis.

Structure (XYZ):
```
21
Properties=species:S:1:pos:R:3
C 0.327 -0.576 -0.195
C -0.384 1.746 -0.004
C 0.639 0.773 -0.044
C -0.954 -1.120 0.023
C -1.891 -0.056 0.111
C -3.389 -0.187 -0.007
C 2.025 1.321 -0.065
C -1.341 -2.596 -0.079
N -1.602 1.269 0.102
N -2.795 1.939 -0.098
O -4.099 -1.123 0.025
O -3.828 1.103 -0.044
H 1.195 -1.312 -0.389
H -0.330 2.776 -0.053
H 2.488 1.246 -1.139
H 1.869 2.356 0.407
H 2.590 0.620 0.438
H -1.962 -2.813 0.696
H -1.788 -2.897 -0.935
H -0.448 -3.153 -0.109
H -2.851 2.936 -0.108
```

## Properties
Relative energy (zero: lowest compared OMol25 entry of this formula, charge and spin) in eV: 4.0822
Charge: +1
LUMO in Ha: -0.1709



A cluster of 2 separate species, C8H9N2O2S in total at a distorted geometry. Source: OMol25; level of theory: the ωB97M-V functional and the def2-TZVPD basis.

Structure (XYZ):
```
22
Properties=species:S:1:pos:R:3
C -3.196 0.318 -0.105
C 2.768 1.538 -0.259
C 1.980 1.214 -1.415
C 2.677 0.735 0.878
C 1.066 0.205 -1.370
C 1.905 -0.422 0.909
C 0.965 -0.589 -0.205
C -4.617 0.644 -0.056
N -2.052 0.084 -0.086
N 1.954 -1.329 1.929
O -0.259 -2.913 0.598
O -0.652 -2.230 -1.755
S -0.059 -1.980 -0.485
H 3.235 2.492 -0.162
H 1.997 1.667 -2.405
H 3.241 0.991 1.772
H 0.301 0.017 -2.140
H -5.298 -0.163 -0.224
H -4.824 1.296 0.872
H -4.875 1.494 -0.820
H 2.663 -1.221 2.587
H 1.081 -1.847 1.944
```

## Properties
Relative energy (zero: lowest compared OMol25 entry of this formula, charge and spin) in eV: 1.5042
Charge: +1
LUMO (alpha / beta) in Ha: -0.2127 / -0.2127



The ion C8H9N2O4 with charge -1 at a distorted geometry. Source: OMol25; level of theory: the ωB97M-V functional and the def2-TZVPD basis.

Structure (XYZ):
```
23
Properties=species:S:1:pos:R:3
C 0.689 0.988 1.847
C -0.670 0.604 1.999
C 1.467 0.528 0.860
C -1.540 0.355 1.045
C 0.504 -1.741 0.344
C -0.506 1.617 -1.155
C 1.151 -0.587 -0.074
C -1.112 0.366 -0.377
N 1.815 -0.431 -1.269
N -1.688 -0.518 -1.150
O -0.058 -1.844 1.433
O -0.270 1.254 -2.317
O 0.114 -2.637 -0.718
O -0.457 2.708 -0.608
H 0.950 1.817 2.567
H -1.023 0.764 3.029
H 2.496 0.788 0.841
H -2.469 -0.185 1.095
H 1.210 -0.145 -1.950
H 2.470 0.342 -1.195
H -2.120 -1.388 -0.647
H 0.399 -2.069 -1.485
H -1.355 -0.585 -2.115
```

## Properties
Relative energy (zero: lowest compared OMol25 entry of this formula, charge and spin) in eV: 2.8928
Charge: -1
LUMO (alpha / beta) in Ha: 0.1228 / 0.1227



The ion C8H9N2O6S2 with charge -1 at a distorted geometry. Source: OMol25; level of theory: the ωB97M-V functional and the def2-TZVPD basis.

Structure (XYZ):
```
27
Properties=species:S:1:pos:R:3
O -3.403 1.427 0.991
C -2.509 0.868 0.131
O -2.137 1.687 -1.033
C -1.918 -0.611 0.517
C -1.984 -1.723 -0.687
S -0.425 -1.860 -1.724
O -0.764 -2.871 -2.886
O -0.101 -0.508 -2.457
N 0.951 -2.542 -0.884
S 2.330 -1.455 -0.915
O 3.484 -2.188 -0.138
O 2.869 -1.138 -2.331
C 1.871 0.043 0.113
C 1.461 1.538 -0.518
C 1.052 2.671 0.577
N 0.965 2.622 2.064
C 1.351 1.330 2.698
C 1.783 0.065 1.773
H -2.106 2.657 -0.712
H -2.482 -0.957 1.511
H -0.793 -0.478 0.813
H -2.119 -2.783 -0.154
H -2.942 -1.481 -1.345
H 1.469 1.730 -1.694
H 0.745 3.722 0.096
H 1.307 1.182 3.861
H 2.045 -0.950 2.335
```

## Properties
Relative energy (zero: lowest compared OMol25 entry of this formula, charge and spin) in eV: 12.0861
Charge: -1
LUMO in Ha: 0.0681



The ion C8H9N2OS2 with charge +1 at a distorted geometry. Source: OMol25; level of theory: the ωB97M-V functional and the def2-TZVPD basis.

Structure (XYZ):
```
22
Properties=species:S:1:pos:R:3
C 2.181 2.040 -0.192
C 0.648 -1.308 0.586
C 1.034 1.608 0.172
C 1.722 -0.593 0.480
C -0.959 0.578 0.599
C 3.450 1.224 -0.254
C -1.834 -1.600 0.285
C -3.112 -0.800 0.161
N -0.669 -0.707 0.332
N -0.203 1.653 0.562
O -2.900 1.810 -0.196
S 3.236 -0.182 0.847
S -2.699 0.878 0.923
H 2.399 3.095 -0.520
H 0.776 -2.434 0.688
H 3.657 0.951 -1.255
H 4.341 1.701 0.128
H -1.912 -2.296 1.141
H -1.844 -2.058 -0.744
H -3.370 -0.704 -0.850
H -4.019 -1.034 0.676
H -0.579 2.634 0.747
```

## Properties
Relative energy (zero: lowest compared OMol25 entry of this formula, charge and spin) in eV: 0.3064
Charge: +1
LUMO (alpha / beta) in Ha: -0.1624 / -0.1624



The ion C8H9N3O2S2 with charge -2 at a distorted geometry. Source: OMol25; level of theory: the ωB97M-V functional and the def2-TZVPD basis.

Structure (XYZ):
```
24
Properties=species:S:1:pos:R:3
O 2.408 2.126 1.273
C 2.763 1.458 0.268
O 3.595 0.510 0.279
N 2.157 1.806 -0.974
C 1.159 0.869 -1.290
C -0.130 1.559 -1.809
C -1.325 1.294 -0.875
S -2.070 -0.288 -1.339
C -0.803 -1.346 -0.754
S 0.174 -2.159 -1.790
N -0.708 -1.483 0.668
C -1.799 -1.822 1.437
C -1.322 -1.883 2.724
N 0.007 -1.585 2.766
C 0.354 -1.347 1.517
H 0.872 0.305 -0.390
H 1.483 0.094 -2.041
H 0.022 2.635 -1.861
H -0.391 1.124 -2.775
H -2.083 2.072 -0.995
H -1.017 1.245 0.167
H -2.775 -2.010 1.038
H -1.896 -2.121 3.605
H 1.324 -1.051 1.150
```

## Properties
Relative energy (zero: lowest compared OMol25 entry of this formula, charge and spin) in eV: 0.0000
Charge: -2
LUMO in Ha: 0.1777



The ion C8H9N4 with charge +1 at a distorted geometry. Source: OMol25; level of theory: the ωB97M-V functional and the def2-TZVPD basis.

Structure (XYZ):
```
21
Properties=species:S:1:pos:R:3
C -1.981 -0.511 -2.698
C -1.650 0.700 -2.101
C -1.709 -1.714 -2.051
C -1.051 0.719 -0.861
C -1.098 -1.722 -0.819
C 1.219 -1.077 2.656
C -0.763 -0.493 -0.210
C 2.338 2.069 1.367
N 0.198 -1.236 1.841
N 1.982 -0.009 2.479
N -0.146 -0.448 0.980
N 1.859 0.767 1.550
H -2.452 -0.513 -3.669
H -1.862 1.627 -2.612
H -1.978 -2.649 -2.517
H -0.800 1.649 -0.380
H -0.874 -2.641 -0.299
H 1.418 -1.768 3.450
H 2.969 2.402 2.196
H 2.893 2.097 0.427
H 1.488 2.749 1.270
```

## Properties
Relative energy (zero: lowest compared OMol25 entry of this formula, charge and spin) in eV: 0.0000
Charge: +1
Spin multiplicity: 3
⟨S²⟩: 2.062
LUMO (alpha / beta) in Ha: -0.1896 / -0.2641



A structure of composition C8H9N4O4OsSSe at a distorted geometry. Source: OMol25; level of theory: the ωB97M-V functional and the def2-TZVPD basis.

Structure (XYZ):
```
28
Properties=species:S:1:pos:R:3
Os 0.880 -0.102 -1.322
C -0.118 0.628 2.829
C -0.046 0.239 1.398
N 1.044 0.138 0.721
N 2.266 0.256 1.347
C 3.194 -0.241 0.591
N 4.466 -0.295 0.979
S 2.832 -0.951 -1.030
C -1.222 -0.221 0.620
C -2.515 -0.253 1.076
C -3.503 -0.806 0.260
C -3.173 -1.318 -0.980
C -1.857 -1.240 -1.401
N -0.915 -0.715 -0.610
H 0.734 1.252 3.083
H -0.091 -0.258 3.467
H -1.040 1.169 3.034
H 4.721 0.057 1.888
H 5.184 -0.675 0.387
H -2.760 0.146 2.049
H -4.529 -0.827 0.601
H -3.916 -1.751 -1.633
H -1.533 -1.565 -2.380
O 0.349 2.528 -4.470
Se 0.328 1.638 -3.158
O 0.534 -0.052 -3.366
O 1.578 1.609 -1.920
O -0.889 1.609 -2.061
```

## Properties
Relative energy (zero: lowest compared OMol25 entry of this formula, charge and spin) in eV: 0.0000
Charge: +1
LUMO (alpha / beta) in Ha: -0.2164 / -0.2163



The ion C8H9N4S with charge +1. Source: OMol25; level of theory: the ωB97M-V functional and the def2-TZVPD basis.

Structure (XYZ):
```
22
Properties=species:S:1:pos:R:3
S -1.015 -2.473 0.580
N -1.651 -1.441 -0.637
N -2.970 -1.392 -0.903
N -3.214 -0.607 -1.892
N -2.074 -0.098 -2.295
C -1.091 -0.615 -1.542
C 0.347 -0.262 -1.636
C 0.842 0.341 -0.330
C 0.317 1.560 0.094
C 0.747 2.119 1.291
C 1.703 1.465 2.059
C 2.234 0.255 1.634
C 1.801 -0.312 0.440
H -0.879 -1.494 1.494
H -3.644 -1.937 -0.373
H 0.933 -1.139 -1.921
H 0.424 0.471 -2.441
H -0.408 2.080 -0.524
H 0.345 3.072 1.611
H 2.048 1.906 2.986
H 2.993 -0.247 2.221
H 2.212 -1.251 0.084
```

## Properties
Relative energy (zero: lowest compared OMol25 entry of this formula, charge and spin) in eV: 0.0000
Charge: +1
LUMO in Ha: -0.1745



An isolated molecule of C8H9N5 at a distorted geometry. Source: OMol25; level of theory: the ωB97M-V functional and the def2-TZVPD basis.

Structure (XYZ):
```
22
Properties=species:S:1:pos:R:3
C -1.232 0.589 1.380
C -2.622 -0.451 -0.350
C -2.618 -1.581 -1.112
C -1.370 -2.172 -1.012
C -0.600 -1.366 -0.208
C 0.721 -1.699 0.302
C 1.084 1.069 -0.949
C 2.081 1.412 0.942
H -2.139 0.395 2.051
H -0.305 0.408 1.907
H -1.306 1.650 1.030
H -3.369 0.296 -0.145
H -3.422 -1.921 -1.763
H -0.930 -3.007 -1.487
H 0.924 -2.750 0.542
H 0.705 0.528 -1.810
H 2.538 1.007 1.876
N -1.418 -0.360 0.289
N 1.679 -0.890 0.581
N 1.527 0.421 0.181
N 1.254 2.340 -0.849
N 1.907 2.573 0.344
```

## Properties
Relative energy (zero: lowest compared OMol25 entry of this formula, charge and spin) in eV: 3.6808
LUMO in Ha: 0.0036